Entry 1:
The following is a DFT calculation (wB97M-V/def2-TZVPD) of a single C4H11N3S molecule.

Energy above the lowest of the compared OMol25 structures with the same formula, charge and spin, kcal per mole: 107.6
2S+1: 1
SMILES: C/C(=N/S)[C@@H](N)CN
E_tot, hartree: -721.2972

Structure (XYZ):
```
19
Properties=species:S:1:pos:R:3:forces:R:3
C -1.965 -0.914 -0.113 -2.31 -3.15 1.37
C -0.521 -1.068 0.149 1.86 -0.13 3.08
N -0.242 -1.761 1.262 0.43 0.97 -1.66
S 1.355 -1.958 2.203 -1.43 2.34 -2.51
C 0.435 -0.200 -0.662 3.45 0.85 -3.29
N 0.116 0.016 -2.176 1.00 1.13 0.16
C 0.781 1.330 -0.138 0.95 -1.76 0.31
N 0.781 1.097 1.392 -4.45 1.05 -1.27
H -2.373 -1.318 -1.056 0.57 0.13 0.27
H -2.537 -1.420 0.767 1.10 0.21 -1.62
H -2.391 0.029 0.017 0.06 2.30 -0.23
H 1.817 -0.627 1.892 -0.48 -1.76 0.47
H 1.418 -0.823 -0.872 -1.67 1.20 1.52
H -0.353 0.981 -2.290 1.02 -2.02 0.06
H 1.105 0.081 -2.663 -2.86 0.04 1.25
H 0.042 2.003 -0.717 0.61 -0.65 1.75
H 1.836 1.745 -0.522 -2.12 -1.42 0.99
H 1.153 1.905 1.928 -0.95 -0.44 -0.48
H -0.459 0.902 1.598 5.21 1.11 -0.17
```
Positions in Å, forces in eV/Å.

Entry 2:
The following is a DFT calculation (wB97M-V/def2-TZVPD) of 4 unconnected molecules or ions with the total composition C30H55Cl2N3O3.

2S+1: 1
SMILES: C=CCC1=C(/C(Cl)=C(\C)Cl)C(=O)C=C(O)C1=O.CCN(CC)CC.CCN(CC)CC.CCN(CC)CC
E_tot, hartree: -2486.3397

Structure (XYZ):
```
93
Properties=species:S:1:pos:R:3:forces:R:3
C -0.778 1.214 1.585 0.06 0.50 -0.11
C -1.198 1.292 0.335 -0.21 -0.42 -0.11
C -1.987 0.192 -0.351 1.15 0.63 0.05
C -1.066 -0.613 -1.221 -0.33 -0.29 0.22
C -0.313 -1.629 -0.794 0.49 -0.05 -0.59
C -0.294 -2.190 0.560 -0.53 -0.17 0.36
Cl 1.121 -1.947 1.506 0.12 0.16 0.03
C -1.330 -2.900 1.022 0.73 -0.02 0.21
C -2.572 -3.217 0.275 -0.11 0.02 -0.01
Cl -1.252 -3.569 2.620 -0.18 0.02 -0.03
C 0.630 -2.273 -1.786 0.35 0.08 0.59
O 1.706 -2.699 -1.422 -0.44 -0.23 -0.37
C 0.166 -2.313 -3.181 -0.08 -0.17 0.14
C -0.616 -1.327 -3.612 0.15 -0.27 0.10
O -1.088 -1.198 -4.861 -0.44 0.62 -0.08
C -0.968 -0.228 -2.654 -0.06 1.39 -0.71
O -1.158 0.917 -3.037 -0.06 -1.19 0.44
H -0.800 0.316 2.177 -0.43 -0.18 0.20
H -0.382 2.102 2.049 0.49 0.01 0.12
H -0.964 2.145 -0.282 -0.20 0.38 0.04
H -2.419 -0.414 0.426 -0.32 -0.37 0.10
H -2.739 0.676 -0.958 -0.37 -0.11 -0.13
H -2.888 -4.229 0.489 -0.10 -0.21 0.11
H -3.359 -2.537 0.579 -0.35 0.07 0.09
H -2.445 -3.126 -0.794 0.13 0.11 -0.27
H 0.485 -3.130 -3.804 0.29 -0.03 -0.20
H -1.356 -2.048 -5.216 0.20 -0.29 -0.15
C 5.854 2.840 3.310 0.03 0.00 -0.01
C 5.135 1.840 2.415 0.18 0.10 0.03
N 3.799 2.263 2.049 -0.18 -0.02 -0.07
C 3.000 1.207 1.453 -0.04 -0.23 0.00
C 3.451 0.634 0.105 -0.14 -0.02 -0.08
C 3.699 3.565 1.415 0.10 0.28 0.06
C 4.492 3.804 0.124 -0.09 0.07 -0.06
H 5.256 3.074 4.193 -0.04 0.03 -0.02
H 6.802 2.418 3.647 0.01 -0.01 -0.01
H 6.079 3.771 2.789 -0.01 0.01 0.01
H 5.051 0.897 2.962 -0.11 -0.04 -0.07
H 5.769 1.635 1.538 0.03 -0.04 0.03
H 1.967 1.555 1.361 0.06 0.10 -0.01
H 2.958 0.384 2.175 0.08 0.03 0.05
H 3.243 1.321 -0.715 0.08 0.04 -0.01
H 2.903 -0.286 -0.104 0.01 -0.02 0.02
H 4.514 0.389 0.093 0.01 0.03 0.02
H 4.008 4.320 2.145 0.05 -0.05 0.02
H 2.643 3.777 1.231 -0.04 -0.14 -0.01
H 5.517 3.437 0.195 0.00 -0.02 0.03
H 4.544 4.876 -0.081 0.00 0.00 0.02
H 4.021 3.337 -0.740 0.06 -0.08 -0.01
C 0.673 3.113 9.159 0.00 -0.01 0.03
C 0.832 2.639 7.722 0.04 -0.08 0.18
N 1.503 3.603 6.873 -0.04 0.13 -0.17
C 1.402 3.297 5.457 -0.14 -0.04 -0.19
C 2.068 2.016 4.945 -0.04 -0.04 0.01
C 2.807 4.045 7.332 0.14 0.09 0.24
C 3.890 2.982 7.561 0.10 0.07 -0.05
H 0.177 4.084 9.195 0.03 0.03 -0.03
H 0.063 2.402 9.717 0.01 -0.02 0.00
H 1.631 3.195 9.674 0.00 0.01 0.00
H -0.166 2.467 7.311 0.04 0.01 -0.13
H 1.338 1.660 7.728 -0.04 -0.03 0.01
H 1.790 4.148 4.889 0.08 0.03 0.08
H 0.336 3.250 5.207 -0.03 -0.02 0.11
H 3.150 2.115 4.897 0.02 -0.05 0.00
H 1.728 1.808 3.930 0.03 0.02 -0.02
H 1.821 1.148 5.558 -0.02 0.04 0.05
H 2.668 4.593 8.268 -0.06 -0.05 0.01
H 3.183 4.794 6.630 -0.07 -0.06 -0.11
H 3.511 2.118 8.108 -0.03 0.00 0.00
H 4.703 3.410 8.152 -0.01 0.01 0.00
H 4.325 2.632 6.626 -0.05 -0.08 0.00
C -4.719 -2.866 -5.273 0.00 0.07 0.04
C -4.581 -2.763 -6.785 -0.13 0.05 0.13
N -4.254 -4.027 -7.414 0.19 -0.07 -0.10
C -3.834 -3.890 -8.798 0.14 0.08 -0.14
C -4.853 -3.363 -9.815 0.02 -0.06 -0.08
C -5.163 -5.124 -7.131 -0.15 -0.14 0.22
C -6.645 -4.941 -7.482 -0.01 -0.11 -0.04
H -3.825 -3.313 -4.831 -0.02 -0.07 -0.01
H -4.845 -1.871 -4.846 0.00 0.01 -0.01
H -5.583 -3.459 -4.975 0.02 -0.02 0.00
H -3.773 -2.058 -7.003 0.01 -0.03 -0.13
H -5.500 -2.313 -7.191 0.01 0.05 0.02
H -3.456 -4.857 -9.142 -0.07 -0.06 0.07
H -2.965 -3.223 -8.812 -0.04 0.05 0.08
H -5.604 -4.112 -10.064 -0.05 0.02 0.04
H -4.341 -3.104 -10.744 0.02 0.00 0.01
H -5.361 -2.466 -9.462 0.00 0.00 0.03
H -5.094 -5.353 -6.064 0.01 0.08 0.01
H -4.785 -6.020 -7.628 0.07 0.07 -0.10
H -7.029 -3.970 -7.163 0.02 0.01 0.01
H -7.238 -5.706 -6.976 0.01 0.00 0.01
H -6.831 -5.049 -8.549 -0.01 0.09 -0.02
```
Positions in Å, forces in eV/Å.

Entry 3:
The following is a DFT calculation (wB97M-V/def2-TZVPD) of 19 unconnected molecules or ions with the total composition C27H48Cl44O8.

2S+1: 1
E_tot, hartree: -21907.6701

Structure (XYZ):
```
127
Properties=species:S:1:pos:R:3:forces:R:3
C 4.651 -24.130 -0.893 0.78 -0.38 -1.60
C 3.223 -23.847 -1.316 -0.18 0.04 -0.79
O 2.371 -24.071 -0.191 1.43 -0.10 0.46
H 5.376 -24.433 -1.716 -1.22 0.49 0.53
H 4.684 -24.955 -0.213 -0.19 -0.47 0.63
H 5.086 -23.272 -0.450 0.44 0.81 0.74
H 2.950 -24.547 -2.137 -0.08 0.46 0.50
H 3.052 -22.792 -1.673 0.44 -0.96 0.13
H 1.496 -23.973 -0.504 -1.61 0.16 -0.35
C -9.133 -26.999 1.956 -1.94 -0.48 -0.72
C -7.728 -26.851 1.557 1.31 -0.48 -1.09
O -6.884 -26.840 2.683 0.54 0.73 1.21
H -9.767 -26.964 1.076 -0.16 0.38 -0.42
H -9.545 -26.268 2.645 0.31 0.23 0.21
H -9.367 -27.994 2.303 0.28 -0.33 0.69
H -7.536 -25.960 0.917 -0.31 -0.48 0.37
H -7.409 -27.765 0.951 -0.34 1.19 0.66
H -7.165 -26.137 3.319 0.25 -0.84 -0.94
C 0.604 -30.648 3.669 -0.39 -1.39 -0.26
C -0.329 -29.520 3.993 0.47 0.11 -0.29
O -1.168 -29.341 2.881 -0.67 1.46 -1.51
H 0.060 -31.515 3.182 0.38 0.93 0.73
H 1.043 -30.981 4.586 0.43 -0.55 0.65
H 1.421 -30.420 3.000 0.08 0.52 -0.23
H 0.233 -28.595 4.229 -0.37 -0.35 0.05
H -1.017 -29.769 4.792 0.23 -0.07 0.54
H -0.905 -28.544 2.381 -0.21 -0.64 0.28
C 4.021 -24.782 4.398 -1.50 -1.51 0.44
C 3.170 -24.207 3.285 2.01 -2.38 -2.00
O 2.391 -25.273 2.691 0.24 0.24 0.78
H 4.575 -25.712 4.097 -0.49 1.05 0.09
H 3.399 -25.031 5.284 0.23 -0.10 -0.49
H 4.668 -24.025 4.727 1.27 0.92 0.43
H 3.905 -23.822 2.545 -0.51 -0.15 0.00
H 2.572 -23.403 3.540 -1.37 1.55 0.96
H 2.138 -25.045 1.795 0.18 0.47 -0.29
C -4.297 -35.789 2.741 -1.48 0.96 2.08
C -3.968 -34.372 3.282 -1.03 -0.14 -1.08
O -3.032 -33.724 2.382 -0.04 -0.84 1.09
H -3.463 -36.403 2.945 0.86 -1.03 -0.19
H -4.533 -35.705 1.714 0.01 -0.12 -1.20
H -5.222 -36.235 3.262 1.40 0.73 -0.55
H -3.675 -34.459 4.362 0.09 0.50 -0.92
H -4.902 -33.794 3.157 0.23 -0.10 0.74
H -3.126 -32.752 2.526 0.09 -0.33 0.07
C 1.802 -34.115 0.074 1.51 -0.72 -0.40
C 1.554 -35.523 -0.428 0.84 0.00 -0.32
O 2.500 -35.651 -1.498 0.35 -0.45 -0.77
H 1.701 -33.476 -0.807 0.12 0.26 0.22
H 2.862 -34.071 0.466 -1.11 0.17 -0.46
H 1.126 -33.826 0.834 -0.76 0.28 0.79
H 0.554 -35.657 -0.803 -0.36 -0.01 -0.01
H 1.773 -36.299 0.298 -0.14 -0.01 0.46
H 2.465 -36.513 -1.947 -0.26 0.45 0.51
C 0.653 -35.719 4.008 0.83 -1.39 0.08
C -0.295 -36.364 3.039 0.38 -0.34 -1.64
O -0.690 -35.412 2.053 0.13 -0.23 0.16
H 1.472 -35.362 3.390 0.31 0.21 0.24
H 1.030 -36.503 4.699 -0.06 0.60 -0.17
H 0.239 -34.900 4.567 -0.36 0.33 0.23
H -1.202 -36.742 3.499 -0.03 -0.50 0.31
H 0.237 -37.185 2.440 -0.81 0.90 1.09
H -1.227 -34.772 2.535 -0.45 0.44 -0.50
C -4.212 -30.035 1.063 0.31 1.04 1.39
C -4.502 -30.464 2.482 1.15 0.48 1.05
O -3.340 -31.184 2.959 -1.15 -0.46 0.27
H -5.009 -29.420 0.724 -0.89 0.10 -0.64
H -3.940 -30.855 0.432 -0.26 -0.58 -0.47
H -3.367 -29.361 1.100 0.53 0.24 -0.07
H -5.332 -31.150 2.487 -0.32 -0.26 0.32
H -4.666 -29.628 3.252 -0.14 -0.87 -1.50
H -2.581 -30.651 2.743 0.82 0.66 -0.04
C -2.374 -25.152 4.253 -0.23 -0.73 0.23
Cl -3.305 -26.567 4.757 -0.24 -0.21 0.28
Cl -3.264 -23.704 4.482 -1.09 1.16 0.08
Cl -0.971 -25.011 5.292 0.79 -0.33 -0.32
Cl -2.093 -25.359 2.535 0.80 -0.02 -0.37
C -1.960 -33.335 -1.927 -0.39 1.11 0.96
Cl -1.855 -34.824 -1.083 -0.36 -1.11 -0.04
Cl -1.321 -32.141 -0.715 -0.36 0.32 -0.42
Cl -0.976 -33.239 -3.337 0.08 -0.49 -0.58
Cl -3.651 -32.937 -2.372 0.38 -0.03 0.28
C 3.409 -24.604 -6.257 0.30 -1.00 -0.38
Cl 2.892 -22.954 -6.431 -0.07 0.28 0.19
Cl 3.597 -25.068 -4.533 0.04 0.29 -0.77
Cl 2.214 -25.694 -7.009 0.12 0.15 0.18
Cl 4.948 -24.853 -7.158 -0.32 0.18 0.57
C -1.374 -23.316 -6.215 1.15 -1.33 0.27
Cl -0.395 -24.431 -5.092 -0.79 0.47 -0.76
Cl -3.075 -23.619 -5.919 0.08 0.42 0.15
Cl -0.792 -21.711 -5.838 -0.52 0.25 -0.15
Cl -1.024 -23.727 -7.926 0.01 0.17 0.70
C 2.878 -31.313 -4.192 -0.21 0.63 1.01
Cl 3.815 -29.765 -4.073 -0.82 -0.23 -0.13
Cl 1.153 -31.185 -3.634 1.37 0.60 -0.10
Cl 2.824 -31.825 -5.834 0.19 -0.29 -0.76
Cl 3.729 -32.443 -3.149 -0.19 -0.30 -0.05
C 0.167 -27.346 -0.997 0.87 -0.23 0.01
Cl 1.432 -27.739 -2.181 -0.28 0.16 -0.39
Cl -0.838 -28.750 -0.762 -0.30 -0.44 0.20
Cl 1.047 -26.951 0.487 -0.42 -0.04 0.33
Cl -0.840 -26.016 -1.524 0.00 0.41 -0.11
C -1.477 -28.715 -5.872 -0.92 0.36 0.69
Cl -1.449 -30.219 -6.777 -0.42 0.10 -0.07
Cl -2.542 -27.442 -6.634 0.64 -0.89 0.22
Cl -2.072 -28.978 -4.194 -0.21 -0.18 -0.44
Cl 0.134 -28.148 -5.695 1.01 0.63 -0.30
C 4.221 -29.834 0.848 -1.93 0.12 -0.41
Cl 2.613 -30.660 0.492 0.46 0.49 0.41
Cl 4.140 -28.937 2.378 -0.03 -0.22 -0.42
Cl 5.377 -31.092 0.898 1.01 -0.41 0.07
Cl 4.442 -28.725 -0.511 0.47 0.08 0.24
C -1.672 -21.098 -0.172 -0.65 -0.14 0.45
Cl -2.823 -19.828 -0.676 0.29 -0.36 0.17
Cl -1.156 -22.003 -1.585 0.31 0.05 -0.22
Cl -0.319 -20.372 0.689 0.07 0.01 -0.24
Cl -2.472 -22.253 0.941 0.04 0.34 -0.25
C -5.707 -23.728 -1.132 -1.07 -0.80 0.47
Cl -5.189 -25.034 0.012 -0.38 0.72 -0.46
Cl -6.079 -22.252 -0.201 0.49 -0.40 -0.44
Cl -4.492 -23.588 -2.347 0.74 0.62 -0.24
Cl -7.224 -24.184 -2.023 0.39 -0.06 0.70
C -6.098 -28.428 -3.117 -0.18 -0.38 1.53
Cl -7.834 -28.671 -2.741 0.25 0.44 -0.20
Cl -5.795 -26.949 -3.973 -0.07 0.03 -0.32
Cl -5.226 -28.360 -1.524 -0.24 0.13 -0.71
Cl -5.551 -29.857 -3.941 0.26 -0.17 -0.57
```
Positions in Å, forces in eV/Å.

Entry 4:
The following is a DFT calculation (wB97M-V/def2-TZVPD) of 2 unconnected molecules or ions with the total composition C3H10NO.

Net charge: +1
Energy above the lowest of the compared OMol25 structures with the same formula, charge and spin, kcal per mole: 28.7
2S+1: 1
E_tot, hartree: -250.0081

Structure (XYZ):
```
15
Properties=species:S:1:pos:R:3:forces:R:3
C -1.564 -0.633 -0.673 -0.34 -0.48 -1.91
C -0.481 0.367 -0.404 -1.13 0.74 2.27
C 1.610 -0.180 -1.276 0.44 -1.31 0.19
N 0.881 -0.222 -0.235 -1.00 1.25 -1.93
H -1.290 -1.305 -1.499 0.47 -0.24 0.40
H -1.852 -1.221 0.178 -0.25 -0.17 0.32
H -2.426 -0.184 -1.198 0.11 0.31 1.01
H -0.565 1.233 -1.062 0.97 -0.45 -0.51
H -0.615 0.844 0.588 -0.22 -0.35 -0.48
H 2.674 -0.401 -1.253 -0.12 -0.07 0.10
H 1.090 -0.084 -2.237 0.39 0.61 0.36
H 1.130 -0.466 0.719 0.63 0.36 -0.07
H 0.487 1.543 2.991 -0.19 0.24 0.95
H 0.353 -0.055 2.899 -0.25 0.24 1.04
O 0.568 0.764 2.461 0.48 -0.68 -1.75
```
Positions in Å, forces in eV/Å.

Among the records above, which one has the highest E_tot? C3H10NO

What is the 2S+1 in the third record? 1

Which value of E_tot does entry 3 give? -21907.6701 hartree